Entry 1:
This record from the OMol25 dataset describes C23H17ClIIrN4OS2 as an isolated structure. The level of theory is ωB97M-V/def2-TZVPD.

Element x y z (Å)
Ir  0.486  0.421  0.552
C  2.311  -2.760  3.771
S  3.269  -1.231  3.957
C  2.490  -0.326  2.649
S  0.838  0.154  2.831
N  3.214  -0.022  1.618
N  2.449  0.732  0.741
C  2.969  1.795  0.245
C  2.030  2.753  -0.329
C  2.416  3.843  -1.098
C  1.445  4.708  -1.562
C  0.117  4.464  -1.243
C  -0.192  3.364  -0.465
N  0.738  2.530  -0.003
H  2.658  -3.435  4.552
H  2.488  -3.203  2.793
H  1.251  -2.561  3.901
H  4.020  2.011  0.393
H  3.461  3.985  -1.337
H  1.715  5.559  -2.173
H  -0.673  5.117  -1.586
H  -1.215  3.132  -0.196
Cl  -5.288  0.165  -3.221
C  -3.627  0.235  -2.711
C  -2.630  0.303  -3.645
C  -1.280  0.365  -3.270
I  0.201  0.504  -4.717
C  -0.893  0.347  -1.937
O  0.337  0.399  -1.531
C  -1.955  0.285  -0.974
N  -1.559  0.305  0.334
C  -2.457  0.278  1.292
C  -3.832  0.220  1.015
C  -4.260  0.193  -0.282
C  -3.316  0.233  -1.333
H  -2.890  0.312  -4.695
H  -2.083  0.290  2.308
H  -4.533  0.194  1.837
H  -5.313  0.147  -0.519
C  0.720  -4.421  0.273
C  1.673  -3.604  -0.319
C  1.580  -2.222  -0.207
C  0.539  -1.616  0.501
C  -0.409  -2.456  1.086
C  -0.325  -3.838  0.975
H  0.791  -5.498  0.187
H  2.493  -4.041  -0.876
H  2.331  -1.609  -0.692
H  -1.224  -2.037  1.666
H  -1.078  -4.461  1.443

Results
Energy relative to the best compared isomer or geometry (same formula, charge and spin) = 0.0000 eV
Strongest force on any atom = 0.4 eV/Å
Kohn-Sham gap = 6.709 eV

Entry 2:
This record from the OMol25 dataset describes C23H17MnN6O as an isolated structure at a distorted geometry. The level of theory is ωB97M-V/def2-TZVPD.

Element x y z (Å)
Mn  0.002  0.269  -0.273
C  -1.681  3.770  -1.353
C  -2.756  3.963  -0.477
C  -2.929  3.129  0.600
C  -2.043  2.058  0.822
N  -1.023  1.868  -0.059
C  -0.849  2.713  -1.095
N  -2.241  1.247  1.899
C  -1.550  0.191  2.192
N  -0.501  -0.329  1.454
C  -0.068  -1.493  2.055
N  0.921  -2.240  1.666
C  1.690  -2.014  0.565
C  2.780  -2.867  0.305
C  3.533  -2.709  -0.830
C  3.230  -1.684  -1.736
C  2.183  -0.859  -1.424
N  1.432  -1.006  -0.314
C  -0.903  -1.759  3.220
C  -0.952  -2.824  4.105
C  -1.908  -2.785  5.108
C  -2.784  -1.705  5.232
C  -2.744  -0.644  4.341
C  -1.807  -0.693  3.322
H  -1.504  4.425  -2.192
H  -3.449  4.773  -0.660
H  -3.741  3.267  1.300
H  0.009  2.511  -1.727
H  2.986  -3.642  1.030
H  4.361  -3.374  -1.036
H  3.791  -1.548  -2.649
H  1.899  -0.039  -2.076
H  -0.263  -3.651  4.002
H  -1.983  -3.602  5.814
H  -3.502  -1.705  6.041
H  -3.410  0.205  4.424
O  -1.233  -0.740  -1.726
N  -1.906  -1.862  -1.795
C  -2.248  -2.338  -3.007
C  -2.969  -3.505  -3.127
C  -3.350  -4.204  -1.991
C  -2.978  -3.699  -0.755
C  -2.260  -2.527  -0.679
H  -1.919  -1.745  -3.845
H  -3.234  -3.856  -4.114
H  -3.918  -5.120  -2.067
H  -3.246  -4.202  0.164
H  -1.946  -2.078  0.250

Results
Net charge = +1
Strongest force on any atom = 2.8 eV/Å
2S+1 = 6
Kohn-Sham gap (spin up / spin down) = 6.916 / 7.238 eV

Entry 3:
This record from the OMol25 dataset describes C23H18AuF6N6O6S2 as an isolated structure. The level of theory is ωB97M-V/def2-TZVPD.

Element x y z (Å)
Au  0.035  -0.252  -0.386
C  -3.342  -0.815  -0.895
O  -2.247  0.104  -1.093
C  -2.509  1.429  -1.077
C  -3.790  1.944  -1.151
C  -3.976  3.313  -1.137
C  -2.887  4.195  -1.056
C  -1.618  3.701  -0.979
C  -1.394  2.304  -0.977
N  -0.133  1.766  -0.849
N  0.820  2.635  -0.693
C  2.098  2.350  -0.525
C  2.743  0.996  -0.587
O  2.147  -0.017  -1.000
C  4.122  0.877  -0.194
C  4.846  1.966  0.111
C  4.309  3.310  0.040
C  5.129  4.404  0.284
C  4.622  5.692  0.213
C  3.281  5.890  -0.092
C  2.452  4.809  -0.330
C  2.953  3.505  -0.276
H  -3.860  -0.571  0.029
H  -2.890  -1.799  -0.824
H  -4.013  -0.775  -1.751
H  -4.643  1.285  -1.187
H  -4.983  3.706  -1.180
H  -3.055  5.263  -1.041
H  -0.768  4.357  -0.897
H  4.533  -0.122  -0.167
H  5.878  1.852  0.420
H  6.170  4.240  0.532
H  5.269  6.539  0.395
H  2.882  6.894  -0.141
H  1.411  4.966  -0.562
N  0.069  -5.580  -1.263
C  0.143  -4.574  -0.364
C  0.128  -3.226  -0.759
N  0.201  -2.268  0.159
C  0.299  -2.585  1.455
C  0.306  -3.923  1.811
N  0.223  -4.905  0.926
H  0.054  -5.412  -2.251
H  0.108  -6.526  -0.927
H  0.074  -2.933  -1.799
H  0.367  -1.779  2.171
H  0.377  -4.205  2.853
F  1.292  3.099  2.632
C  0.068  2.831  3.104
F  -0.091  3.424  4.271
F  -0.823  3.317  2.234
S  -0.121  1.011  3.252
O  -0.021  0.582  1.864
O  0.912  0.589  4.142
N  -1.536  0.805  3.856
S  -2.841  0.464  3.023
O  -3.990  0.968  3.694
O  -2.716  0.641  1.595
C  -2.937  -1.371  3.216
F  -2.604  -1.767  4.432
F  -4.168  -1.778  2.937
F  -2.093  -1.965  2.343

Results
Net charge = +1
Strongest force on any atom = 0.5 eV/Å
2S+1 = 3
Kohn-Sham gap (spin up / spin down) = 6.905 / 5.643 eV

Entry 4:
This record from the OMol25 dataset describes C23H18BrN4O2Pd as an isolated structure at a distorted geometry. The level of theory is ωB97M-V/def2-TZVPD.

Element x y z (Å)
Pd  -0.562  -2.262  0.303
C  1.618  -2.338  -2.110
O  0.935  -1.429  -1.228
C  0.596  -0.193  -1.748
C  0.175  -0.012  -3.050
C  -0.245  1.248  -3.461
Br  -0.794  1.502  -5.246
C  -0.310  2.295  -2.565
C  0.101  2.101  -1.247
C  0.626  0.873  -0.848
O  1.139  0.625  0.377
C  -0.114  3.143  -0.230
N  -0.780  2.922  0.887
C  -0.870  4.148  1.534
C  -1.461  4.489  2.751
C  -1.393  5.810  3.136
C  -0.756  6.778  2.340
C  -0.170  6.456  1.136
C  -0.245  5.120  0.750
N  0.221  4.444  -0.367
H  2.368  -1.795  -2.682
H  0.916  -2.833  -2.781
H  2.102  -3.074  -1.474
H  0.163  -0.839  -3.747
H  -0.717  3.249  -2.873
H  0.997  1.383  0.960
H  -1.952  3.745  3.363
H  -1.840  6.115  4.072
H  -0.726  7.803  2.684
H  0.319  7.202  0.525
H  0.752  4.827  -1.131
C  -1.640  -3.356  1.609
C  -0.654  -4.312  1.136
C  0.491  -4.672  1.888
C  1.516  -5.363  1.302
C  1.454  -5.695  -0.069
C  0.361  -5.339  -0.833
C  -0.694  -4.632  -0.242
C  2.550  -6.393  -0.682
N  3.425  -6.935  -1.191
H  -1.569  -3.032  2.640
H  -2.655  -3.448  1.235
H  0.537  -4.405  2.936
H  2.385  -5.653  1.877
H  0.314  -5.619  -1.876
H  -1.601  -4.457  -0.810
N  -1.632  0.591  1.084
C  -1.261  -0.479  0.854
H  -1.418  1.695  1.113

Results
Net charge = +1
Energy relative to the best compared isomer or geometry (same formula, charge and spin) = 0.2388 eV
Strongest force on any atom = 1.3 eV/Å
Kohn-Sham gap = 7.819 eV

Entry 5:
This record from the OMol25 dataset describes C23H18BrNO4OsPS as an isolated structure at a distorted geometry. The level of theory is ωB97M-V/def2-TZVPD.

Element x y z (Å)
Os  -1.588  1.320  0.209
O  -1.602  1.979  4.249
S  -1.198  1.315  3.079
O  -2.350  1.213  2.018
O  -0.071  1.824  2.273
C  -0.825  -0.384  3.345
C  -1.048  -0.974  4.572
C  -0.736  -2.325  4.731
C  -0.225  -3.054  3.670
C  -0.018  -2.453  2.429
C  -0.313  -1.104  2.260
P  -0.006  -0.320  0.662
C  1.783  0.095  0.667
C  2.429  0.214  1.926
C  3.809  0.524  2.043
C  4.563  0.736  0.918
C  3.934  0.640  -0.327
C  2.540  0.342  -0.447
C  -0.451  -1.502  -0.608
C  0.277  -1.790  -1.763
C  -0.279  -2.605  -2.734
C  -1.567  -3.112  -2.576
C  -2.304  -2.818  -1.436
C  -1.755  -2.014  -0.451
H  -1.455  -0.389  5.386
H  -0.902  -2.803  5.687
H  0.012  -4.102  3.797
H  0.359  -3.049  1.606
H  1.860  0.090  2.838
H  4.233  0.584  3.037
H  5.619  0.963  0.973
H  4.503  0.783  -1.237
H  2.136  0.305  -1.451
H  1.293  -1.437  -1.895
H  0.296  -2.862  -3.613
H  -1.988  -3.753  -3.339
H  -3.295  -3.230  -1.302
H  -2.317  -1.828  0.460
O  -1.236  3.878  -5.360
C  -1.135  3.312  -4.189
C  0.068  3.172  -3.468
C  0.051  2.564  -2.244
N  -1.085  2.083  -1.689
C  -2.228  2.262  -2.388
Br  -3.717  1.666  -1.354
C  -2.334  2.835  -3.613
H  -0.401  4.228  -5.713
H  0.997  3.558  -3.868
H  0.948  2.468  -1.648
H  -3.281  2.956  -4.122

Results
Net charge = +3
Strongest force on any atom = 3.5 eV/Å
2S+1 = 5
Kohn-Sham gap (spin up / spin down) = 6.400 / 4.459 eV